{
  "formula": "C33H39BO2S2",
  "method": "wB97M-V/def2-TZVPD",
  "symbols": ["C", "C", "C", "C", "C", "B", "C", "C", "C", "C", "C", "S", "O", "C", "C", "C", "C", "C", "C", "O", "S", "H", "H", "H", "H", "H", "H", "H", "H", "H", "H", "H", "H", "H", "H", "H", "H", "H", "H", "H", "H", "H", "H", "C", "C", "C", "C", "C", "C", "C", "C", "C", "C", "C", "C", "C", "C", "C", "C", "C", "H", "H", "H", "H", "H", "H", "H", "H", "H", "H", "H", "H", "H", "H", "H", "H", "H"],
  "coordinates": [[5.618353, 4.133287, 0.245893], [4.467758, 3.394102, 0.813769], [4.209994, 3.151659, 2.145977], [3.001615, 2.431733, 2.391359], [2.194391, 2.438082, 1.253320], [1.171518, 0.488951, 1.005006], [0.762990, 2.054793, 1.200639], [-0.080464, 2.544989, 2.296044], [-1.135684, 3.368290, 1.974889], [-1.337475, 3.556693, 0.606496], [-2.503257, 4.207961, -0.006755], [-0.090630, 2.774995, -0.267492], [1.550768, 0.113436, -0.280019], [2.543948, -0.930317, -0.109709], [2.323127, -1.972786, -1.191568], [3.917445, -0.305685, -0.310969], [2.329543, -1.410590, 1.395997], [1.345717, -2.555026, 1.558606], [3.593909, -1.757425, 2.146334], [1.714690, -0.249531, 2.029001], [3.140145, 2.859841, -0.149112], [6.426741, 4.154045, 0.983744], [5.985362, 3.666792, -0.674529], [5.329069, 5.172714, 0.035333], [4.882885, 3.521994, 2.917418], [2.712804, 2.035322, 3.371151], [0.176305, 2.268887, 3.315293], [-1.842563, 3.797861, 2.678655], [-2.945135, 4.951988, 0.656348], [-2.250922, 4.675258, -0.956564], [-3.283868, 3.482482, -0.229393], [2.809513, -2.921794, -0.918719], [1.256782, -2.150781, -1.372337], [2.774818, -1.605180, -2.121130], [4.687205, -1.093030, -0.322949], [3.922820, 0.205720, -1.280574], [4.137413, 0.438756, 0.469953], [1.789965, -3.509805, 1.239551], [1.034999, -2.639724, 2.605398], [0.455207, -2.377066, 0.951691], [4.057157, -2.634403, 1.674402], [4.311079, -0.929601, 2.119682], [3.368404, -1.966596, 3.200769], [-6.350419, 2.661985, 1.863316], [-5.050531, 2.007900, 1.462262], [-4.107652, 1.691769, 2.457760], [-2.980162, 0.933096, 2.156805], [-2.644139, 0.593145, 0.817005], [-1.405536, -0.074048, 0.461423], [-1.365583, -0.878026, -0.717688], [-1.149723, -2.240440, -0.835817], [-1.112182, -3.025507, -2.062771], [-0.446505, -4.276437, -2.065443], [-0.475513, -5.117954, -3.168438], [-1.187236, -4.753428, -4.320701], [-1.211247, -5.709733, -5.471272], [-1.855667, -3.525977, -4.348119], [-1.803264, -2.657378, -3.250556], [-3.600514, 0.948505, -0.191146], [-4.784681, 1.616482, 0.143786], [-6.952905, 2.874164, 0.970499], [-6.941734, 1.990619, 2.512190], [-6.178429, 3.597270, 2.416466], [-4.268974, 2.064651, 3.472301], [-2.297121, 0.627985, 2.954413], [-0.703060, -0.202584, 1.290304], [-1.528178, -0.337202, -1.677656], [-1.104169, -2.819953, 0.096082], [0.116070, -4.595680, -1.188331], [0.055234, -6.067816, -3.174457], [-1.871142, -5.388299, -6.279083], [-0.218833, -5.827375, -5.916624], [-1.506910, -6.710849, -5.139262], [-2.415327, -3.224758, -5.231290], [-2.292060, -1.691019, -3.261202], [-3.405903, 0.709062, -1.232386], [-5.490424, 1.926567, -0.633251]],
  "forces_ev_per_angstrom": [[0.3, 0.3, -0.1], [-0.8, -0.3, 1.1], [0.6, -0.4, -0.6], [-0.8, 1.2, -0.8], [2.1, 0.8, 1.1], [0.4, 0.7, -0.8], [-0.4, -0.7, -1.2], [-0.8, 0.6, 0.9], [0.8, -0.9, 1.1], [1.2, -1.0, -0.6], [-0.2, 0.5, -0.5], [-0.9, -0.7, 0.0], [-0.3, -0.2, 1.2], [0.1, -0.2, 0.3], [-0.1, -0.3, 0.1], [0.1, 0.1, 0.1], [-0.2, -0.2, -0.1], [-0.3, -0.3, -0.4], [0.5, 0.3, 0.0], [-0.6, 0.0, -0.6], [-0.4, 0.9, 0.5], [0.0, 0.0, -0.2], [0.0, 0.2, 0.1], [0.2, -0.2, -0.1], [-0.1, -0.4, -0.1], [-0.1, 0.4, -0.5], [-0.1, 0.1, -0.1], [0.2, -0.2, 0.1], [0.2, 0.0, 0.0], [0.1, 0.2, 0.0], [0.0, -0.1, 0.2], [-0.1, 0.2, -0.1], [0.4, 0.0, 0.2], [-0.1, -0.2, 0.1], [-0.2, 0.3, 0.1], [0.0, -0.1, 0.2], [0.1, -0.3, -0.3], [-0.1, 0.2, 0.1], [0.2, 0.0, -0.1], [0.2, 0.0, 0.2], [0.0, 0.1, 0.2], [-0.1, -0.2, 0.1], [0.0, -0.1, -0.3], [-0.1, 0.0, -0.1], [0.1, -0.1, 0.3], [0.1, -0.3, -0.5], [0.0, 0.5, -0.3], [0.1, -0.1, -0.7], [-1.1, 0.8, 1.2], [0.5, -1.8, -1.8], [-0.5, 2.1, 1.0], [-0.3, -0.7, -1.1], [-0.2, 0.2, 0.0], [-0.3, 0.6, -0.3], [0.0, 0.1, 0.4], [0.1, -0.3, -0.4], [0.3, 0.3, 0.5], [0.7, -0.6, 0.6], [-0.3, 0.2, 0.8], [0.5, 0.0, 0.1], [0.1, 0.1, 0.3], [0.2, 0.3, -0.2], [-0.1, -0.2, -0.2], [0.0, -0.4, -0.2], [-0.1, 0.2, -0.2], [-0.6, -0.8, 0.0], [0.0, -0.4, 0.5], [0.1, 0.2, -0.5], [-0.2, 0.2, 0.0], [-0.1, 0.1, 0.2], [-0.1, 0.0, 0.1], [0.0, 0.1, 0.1], [-0.1, 0.1, -0.1], [0.1, -0.1, 0.1], [-0.2, -0.1, -0.2], [0.0, 0.0, 0.2], [0.2, -0.3, 0.1]],
  "lowdin_charge": [-0.11, -0.58, -0.12, -0.08, -0.50, -0.75, -0.49, -0.04, -0.10, -0.51, -0.07, 1.18, 0.10, -0.43, 0.01, -0.04, -0.43, 0.00, -0.01, 0.14, 1.10, 0.08, 0.08, 0.08, 0.11, 0.13, 0.13, 0.13, 0.09, 0.09, 0.06, 0.10, 0.06, 0.10, 0.10, 0.09, 0.07, 0.10, 0.10, 0.05, 0.10, 0.08, 0.10, -0.07, -0.31, -0.06, -0.05, -0.24, -0.12, -0.12, -0.09, -0.24, -0.05, -0.05, -0.29, -0.07, -0.04, -0.02, -0.05, -0.08, 0.07, 0.08, 0.07, 0.11, 0.12, 0.09, 0.11, 0.11, 0.11, 0.11, 0.07, 0.08, 0.08, 0.11, 0.10, 0.10, 0.11],
  "e_above_lowest_kcal_mol": 0.0,
  "homo_lumo_gap_ha": 0.147,
  "e_homo_ev": -5.3343
}

{
  "formula": "C4H16N4",
  "method": "wB97M-V/def2-TZVPD",
  "symbols": ["H", "N", "N", "C", "H", "H", "H", "C", "N", "C", "N", "H", "H", "H", "H", "H", "H", "H", "H", "C", "H", "H", "H", "H"],
  "coordinates": [[-1.666775, -1.609766, -2.006436], [-0.688361, -1.436309, -1.757917], [-0.233337, -0.466020, -2.451232], [1.168372, -0.230185, -2.221364], [1.742364, -0.923890, -2.841398], [1.462104, -0.396143, -1.180274], [1.398237, 0.787588, -2.530208], [1.471864, -0.904581, 1.553667], [0.095805, -0.548513, 1.773028], [-0.106807, 0.789782, 2.288775], [-0.779903, -1.033377, 0.795311], [1.510627, -1.927218, 1.184956], [2.009340, -0.847192, 2.501675], [1.985041, -0.235185, 0.841026], [0.362722, 0.854154, 3.272635], [-1.173161, 0.976521, 2.411704], [0.318129, 1.574953, 1.643701], [-0.585086, -1.243118, -0.375341], [-1.733535, -0.949570, 1.130257], [-1.278085, 1.553987, -0.839544], [-2.060215, 1.294495, -1.544298], [-0.509529, 2.115946, -1.357869], [-1.704439, 2.200298, -0.079466], [-1.005373, 0.603344, -0.211387]],
  "forces_ev_per_angstrom": [[0.0, 0.3, -0.1], [1.1, 1.8, -1.9], [-1.3, -2.4, 0.4], [0.3, 0.2, 0.3], [-0.1, 0.0, 0.0], [-0.1, 0.0, 0.0], [0.0, 0.0, 0.0], [-0.3, 0.1, 0.1], [0.3, -0.3, 0.5], [0.2, 0.0, -0.4], [-0.2, -1.1, -1.6], [0.1, 0.0, 0.0], [0.1, 0.0, 0.0], [0.0, 0.0, -0.1], [0.0, 0.0, 0.0], [0.0, 0.0, 0.0], [0.0, 0.1, 0.0], [0.0, 0.6, 3.5], [0.2, -0.2, -0.3], [-0.3, -1.1, 1.5], [-0.1, 0.0, -0.1], [0.4, -0.3, 0.1], [-0.2, 0.4, 0.0], [0.0, 2.0, -1.6]],
  "lowdin_charge": [0.09, 0.03, -0.08, -0.11, 0.09, 0.05, 0.07, -0.12, -0.36, -0.11, -0.07, 0.08, 0.08, 0.06, 0.08, 0.08, 0.07, 0.04, 0.07, -0.09, 0.01, 0.01, 0.01, 0.01],
  "e_above_lowest_kcal_mol": 111.9,
  "homo_lumo_gap_ha": [0.243, 0.243],
  "smiles": "[H]/N=N/C.CN(C)N.C",
  "e_homo_ev": [-6.6713, -6.6722]
}

{
  "formula": "C11H10IrN3O7S",
  "method": "wB97M-V/def2-TZVPD",
  "symbols": ["Ir", "O", "C", "O", "C", "C", "C", "C", "C", "N", "C", "O", "O", "H", "H", "H", "C", "S", "O", "O", "O", "H", "H", "H", "N", "C", "C", "N", "C", "H", "H", "H", "H"],
  "coordinates": [[-0.455687, 0.080224, 0.044729], [3.627672, 1.563165, -0.081315], [2.428428, 1.397510, 0.022428], [1.799502, 0.301588, 0.250787], [1.499338, 2.591979, -0.122054], [1.924313, 3.903284, -0.182222], [0.966180, 4.906429, -0.261035], [-0.379599, 4.563422, -0.283021], [-0.710412, 3.223361, -0.235062], [0.209309, 2.274453, -0.158081], [-2.158018, 2.698873, -0.241974], [-3.051484, 3.518480, -0.242717], [-2.207655, 1.422013, -0.246175], [2.986196, 4.101160, -0.157015], [1.265199, 5.945723, -0.300381], [-1.173087, 5.294458, -0.331228], [-2.186619, -3.473253, 1.027700], [-2.470444, -1.711407, 0.890239], [-1.376309, -1.064977, 1.704592], [-3.786458, -1.445704, 1.365916], [-2.175936, -1.357774, -0.517291], [-2.059830, -3.707608, 2.081994], [-1.292936, -3.718711, 0.460053], [-3.060598, -3.980457, 0.628147], [1.545310, -3.649383, -1.273105], [1.819156, -3.611440, 0.073481], [1.209696, -2.492342, 0.543561], [0.570624, -1.864887, -0.502775], [0.795840, -2.575861, -1.581050], [1.878811, -4.340523, -1.921114], [2.420198, -4.351541, 0.569957], [1.178114, -2.087290, 1.539666], [0.421172, -2.352961, -2.565639]],
  "forces_ev_per_angstrom": [[0.5, 1.5, -0.4], [-0.1, -0.2, 0.1], [0.1, 0.8, -0.1], [-0.6, -0.7, 0.1], [0.2, -0.3, 0.1], [0.0, 0.0, 0.0], [-0.1, -0.1, 0.0], [0.2, 0.0, 0.0], [-0.8, -0.2, 0.0], [0.0, -0.2, 0.2], [1.1, 1.4, 0.0], [-0.2, -0.5, 0.0], [0.0, -1.5, 0.1], [0.0, 0.0, 0.0], [0.0, 0.0, 0.0], [0.0, 0.0, 0.0], [0.0, 0.5, 0.0], [-0.5, -1.0, 0.2], [0.3, 0.4, -0.3], [0.0, 0.0, 0.0], [0.0, 0.2, 0.0], [0.0, 0.0, 0.0], [0.0, 0.0, 0.1], [0.0, 0.0, 0.0], [0.1, 0.0, 0.0], [0.0, 0.1, 0.2], [0.1, -0.2, -0.2], [0.0, 0.0, 0.3], [-0.2, 0.1, 0.0], [0.0, 0.0, -0.1], [0.0, 0.0, -0.1], [0.1, 0.0, 0.0], [0.0, 0.0, 0.0]],
  "lowdin_spin": [2.98, 0.03, 0.01, 0.18, 0.01, 0.00, 0.00, 0.00, 0.01, 0.12, 0.01, 0.04, 0.18, 0.00, 0.00, 0.00, 0.00, 0.01, 0.15, 0.02, 0.10, 0.00, 0.00, 0.00, 0.00, 0.00, 0.01, 0.09, 0.01, 0.00, 0.00, 0.00, 0.00],
  "e_above_lowest_kcal_mol": 9.4,
  "homo_lumo_gap_ha": [0.342, 0.271],
  "spin_multiplicity": 5,
  "e_homo_ev": [-9.3443, -9.7172]
}

Repeat the third record exactly.
{
  "formula": "C11H10IrN3O7S",
  "method": "wB97M-V/def2-TZVPD",
  "symbols": ["Ir", "O", "C", "O", "C", "C", "C", "C", "C", "N", "C", "O", "O", "H", "H", "H", "C", "S", "O", "O", "O", "H", "H", "H", "N", "C", "C", "N", "C", "H", "H", "H", "H"],
  "coordinates": [[-0.455687, 0.080224, 0.044729], [3.627672, 1.563165, -0.081315], [2.428428, 1.397510, 0.022428], [1.799502, 0.301588, 0.250787], [1.499338, 2.591979, -0.122054], [1.924313, 3.903284, -0.182222], [0.966180, 4.906429, -0.261035], [-0.379599, 4.563422, -0.283021], [-0.710412, 3.223361, -0.235062], [0.209309, 2.274453, -0.158081], [-2.158018, 2.698873, -0.241974], [-3.051484, 3.518480, -0.242717], [-2.207655, 1.422013, -0.246175], [2.986196, 4.101160, -0.157015], [1.265199, 5.945723, -0.300381], [-1.173087, 5.294458, -0.331228], [-2.186619, -3.473253, 1.027700], [-2.470444, -1.711407, 0.890239], [-1.376309, -1.064977, 1.704592], [-3.786458, -1.445704, 1.365916], [-2.175936, -1.357774, -0.517291], [-2.059830, -3.707608, 2.081994], [-1.292936, -3.718711, 0.460053], [-3.060598, -3.980457, 0.628147], [1.545310, -3.649383, -1.273105], [1.819156, -3.611440, 0.073481], [1.209696, -2.492342, 0.543561], [0.570624, -1.864887, -0.502775], [0.795840, -2.575861, -1.581050], [1.878811, -4.340523, -1.921114], [2.420198, -4.351541, 0.569957], [1.178114, -2.087290, 1.539666], [0.421172, -2.352961, -2.565639]],
  "forces_ev_per_angstrom": [[0.5, 1.5, -0.4], [-0.1, -0.2, 0.1], [0.1, 0.8, -0.1], [-0.6, -0.7, 0.1], [0.2, -0.3, 0.1], [0.0, 0.0, 0.0], [-0.1, -0.1, 0.0], [0.2, 0.0, 0.0], [-0.8, -0.2, 0.0], [0.0, -0.2, 0.2], [1.1, 1.4, 0.0], [-0.2, -0.5, 0.0], [0.0, -1.5, 0.1], [0.0, 0.0, 0.0], [0.0, 0.0, 0.0], [0.0, 0.0, 0.0], [0.0, 0.5, 0.0], [-0.5, -1.0, 0.2], [0.3, 0.4, -0.3], [0.0, 0.0, 0.0], [0.0, 0.2, 0.0], [0.0, 0.0, 0.0], [0.0, 0.0, 0.1], [0.0, 0.0, 0.0], [0.1, 0.0, 0.0], [0.0, 0.1, 0.2], [0.1, -0.2, -0.2], [0.0, 0.0, 0.3], [-0.2, 0.1, 0.0], [0.0, 0.0, -0.1], [0.0, 0.0, -0.1], [0.1, 0.0, 0.0], [0.0, 0.0, 0.0]],
  "lowdin_spin": [2.98, 0.03, 0.01, 0.18, 0.01, 0.00, 0.00, 0.00, 0.01, 0.12, 0.01, 0.04, 0.18, 0.00, 0.00, 0.00, 0.00, 0.01, 0.15, 0.02, 0.10, 0.00, 0.00, 0.00, 0.00, 0.00, 0.01, 0.09, 0.01, 0.00, 0.00, 0.00, 0.00],
  "e_above_lowest_kcal_mol": 9.4,
  "homo_lumo_gap_ha": [0.342, 0.271],
  "spin_multiplicity": 5,
  "e_homo_ev": [-9.3443, -9.7172]
}